44
Properties=species:S:1:pos:R:3:forces:R:3 method="wB97M-V/def2-TZVPD" energy_ha=-5969.215393 total_charge=+1 gap_ev=8.2699 max_force_ha_per_bohr=0.0194 lumo_ev=-4.134
C -1.834593 -1.485416 1.536560 0.275 -0.217 -0.262
C -2.317376 -1.638311 0.098309 0.178 0.275 0.095
Br -3.042729 -3.438519 -0.226831 -0.020 -0.128 0.019
C -3.304869 -0.594666 -0.375820 -0.191 0.068 -0.108
N -4.348180 -0.281582 0.628777 0.521 -0.588 -0.327
C -5.188654 -1.309780 1.010429 0.136 0.177 0.550
N -5.242856 -1.669587 2.346069 -0.767 -0.075 -0.637
N -5.974271 -1.924896 0.184394 -0.231 0.067 -0.194
O -6.124776 -1.522848 -1.110172 -0.182 0.145 0.168
H -2.268223 -2.222992 2.201895 -0.190 0.032 0.178
H -2.017113 -0.481995 1.901937 -0.112 0.134 0.084
H -0.762890 -1.656157 1.540218 0.105 -0.026 0.155
H -1.456324 -1.578246 -0.557159 0.008 -0.103 -0.220
H -3.718674 -0.874577 -1.341550 -0.032 -0.055 -0.114
H -2.747234 0.321516 -0.536784 0.039 0.226 0.167
H -4.874843 0.547822 0.379402 -0.013 0.128 0.187
H -6.167393 -1.994038 2.608339 0.075 -0.274 0.134
H -4.542037 -2.364905 2.587082 0.370 0.439 0.291
H -6.552561 -2.704310 0.476092 -0.033 -0.098 -0.040
H -5.647635 -2.178049 -1.645369 0.110 -0.100 -0.079
Cl 1.660137 -1.369346 0.155840 -0.023 -0.038 -0.039
C 2.256717 0.317976 0.124548 -0.014 0.060 -0.027
C 1.367938 1.248449 0.900107 0.118 0.001 0.087
Cl -0.227458 1.473832 0.110011 -0.045 0.013 -0.016
H 2.344418 0.621628 -0.914035 -0.013 -0.042 -0.031
H 3.249451 0.308392 0.565072 0.003 -0.013 0.074
H 1.832399 2.231154 0.954788 -0.010 0.017 -0.052
H 1.186665 0.887972 1.908754 -0.062 -0.022 -0.008
Cl 5.462894 -1.635029 2.412978 -0.042 0.020 0.004
C 5.567541 -2.226323 0.734511 -0.024 -0.072 -0.041
C 6.444409 -1.352525 -0.124320 0.042 -0.060 -0.009
Cl 5.728006 0.263625 -0.366049 0.087 0.066 -0.081
H 4.554687 -2.273870 0.341717 -0.013 0.015 0.000
H 5.978664 -3.233266 0.770433 0.039 0.008 0.028
H 6.558098 -1.805348 -1.107263 -0.039 0.019 -0.021
H 7.428397 -1.210960 0.313277 -0.014 0.025 0.056
Cl 3.467336 3.024907 -2.089103 -0.032 -0.048 0.062
C 1.898800 3.874828 -2.176859 -0.063 -0.026 -0.043
C 2.063097 5.318453 -2.574054 -0.023 0.051 -0.026
Cl 2.868331 6.266866 -1.300834 0.009 0.005 0.008
H 1.415091 3.788244 -1.207464 0.027 0.002 0.032
H 1.295438 3.353306 -2.917816 0.023 0.009 -0.032
H 1.083388 5.764229 -2.735922 -0.016 -0.010 0.017
H 2.648786 5.414343 -3.484137 0.042 -0.002 0.011

***

47
Properties=species:S:1:pos:R:3:forces:R:3 method="wB97M-V/def2-TZVPD" energy_ha=-5547.455938 total_charge=-1 gap_ev=6.3449 max_force_ha_per_bohr=0.0338 lumo_ev=1.990
N 3.336424 2.238970 0.947621 0.284 -0.469 0.066
P 2.576765 0.929371 0.429156 0.038 1.570 0.741
N 1.065919 1.092908 -0.170966 -0.171 0.035 -0.607
F 0.419661 1.993538 0.846740 -0.035 -0.267 -0.167
H 4.161948 2.402990 0.382044 -0.014 0.158 -0.028
H 2.530052 0.003332 1.501729 0.161 -0.196 -0.105
H 3.277395 0.325027 -0.625210 -0.323 -0.532 -0.062
Cl -0.239902 -2.164731 0.614839 0.023 -0.166 0.033
C -1.333926 -0.773577 0.391639 -0.073 0.325 0.059
C -2.226105 -0.954901 -0.805161 0.118 -0.073 0.101
Cl -1.317685 -0.925094 -2.344816 -0.037 -0.030 -0.107
H -0.697085 0.109330 0.310011 0.091 -0.136 -0.112
H -1.951185 -0.696777 1.286533 -0.008 -0.108 0.009
H -2.953953 -0.147295 -0.848808 0.042 0.051 -0.007
H -2.752260 -1.901331 -0.765331 0.026 -0.057 -0.033
Cl 1.101023 1.964341 3.681114 -0.061 -0.017 0.282
C 2.647927 2.767604 4.021442 0.032 0.023 -0.027
C 2.828873 3.080217 5.482298 0.083 -0.052 0.001
Cl 1.707401 4.348495 6.072241 0.002 -0.018 0.011
H 2.695811 3.654729 3.398458 0.012 0.013 -0.038
H 3.430398 2.091345 3.685815 0.022 0.017 -0.065
H 3.836826 3.455446 5.651241 -0.008 0.044 -0.016
H 2.672236 2.199164 6.099083 -0.070 0.010 0.015
Cl 1.560973 5.348458 -1.994181 -0.022 0.113 0.011
C 1.249805 4.727577 -0.336985 0.146 -0.226 -0.033
C 0.823363 5.812162 0.608337 -0.125 -0.063 -0.011
Cl 2.133191 6.981454 0.970986 0.003 0.037 -0.001
H 2.150797 4.213266 -0.003710 -0.049 -0.047 0.034
H 0.463130 3.981486 -0.421337 0.024 -0.016 0.014
H 0.533180 5.360872 1.555047 0.057 -0.044 0.015
H -0.014639 6.381530 0.214080 0.033 0.064 -0.012
Cl 1.680384 -5.491613 -4.932827 0.010 -0.012 0.005
C 1.078333 -5.260442 -3.264429 -0.089 -0.060 0.094
C 1.012378 -3.811487 -2.865009 -0.043 0.079 0.042
Cl 2.631092 -3.086631 -2.702095 0.019 -0.010 -0.020
H 1.727387 -5.824134 -2.600059 0.062 0.004 -0.035
H 0.078878 -5.690272 -3.228917 -0.019 0.015 -0.029
H 0.522093 -3.718865 -1.896679 0.010 0.024 0.010
H 0.454666 -3.223769 -3.588195 0.024 0.030 -0.017
Cl -3.709370 -5.007728 -1.069373 0.001 0.002 0.020
C -5.367661 -4.714282 -1.652496 -0.016 -0.073 -0.027
C -5.528005 -3.324622 -2.210032 0.010 0.046 -0.099
Cl -5.397945 -2.081296 -0.942072 -0.244 -0.013 0.012
H -6.048474 -4.888053 -0.823563 0.027 0.019 0.044
H -5.568824 -5.444896 -2.434052 0.024 0.005 -0.023
H -6.511529 -3.220386 -2.664681 -0.025 -0.015 0.032
H -4.769763 -3.111431 -2.959470 0.046 0.019 0.031

***

49
Properties=species:S:1:pos:R:3:forces:R:3 method="wB97M-V/def2-TZVPD" relative_energy_kj_mol=79.4 energy_ha=-2489.665931 gap_ev="6.2513 / 5.2713" spin_multiplicity=6 max_force_ha_per_bohr=0.1008 lumo_ev="-0.417 / -1.684" s2=9.227
O -0.553889 -3.239037 -2.088712 -2.357 -3.244 -0.109
H -0.415123 -4.058150 -2.598935 -0.344 0.209 0.503
Mn 0.301640 -0.804444 -0.138289 2.059 0.167 -3.694
N -1.635413 -1.097939 0.069909 -3.575 -0.283 0.618
N -0.839697 0.664362 -1.506925 -0.060 1.007 -0.784
N 0.670530 -0.710216 1.743769 2.575 2.013 4.022
N 1.560900 0.819936 0.088720 2.250 0.908 2.656
O -2.055640 -1.816011 1.071759 -0.082 0.584 -1.190
O -0.076011 -1.390191 2.636262 -0.512 -0.636 -0.132
O 1.675269 1.898148 -0.691753 -0.498 0.026 -0.939
O -0.402618 1.706019 -2.133375 -0.759 -1.327 0.523
C -2.037742 0.154110 -1.861611 0.554 -0.390 0.492
C -2.482622 -0.862332 -0.965105 0.851 -0.264 0.145
C 1.803447 -0.131727 2.165684 -2.913 -2.537 -0.296
C 2.299883 0.813604 1.211143 -1.332 0.355 -3.466
C -3.661271 -1.729494 -1.166351 -0.683 0.151 -0.064
H -3.336438 -2.677735 -1.617710 0.109 0.173 0.161
H -4.377069 -1.258240 -1.844592 0.058 -0.146 0.129
H -4.158168 -1.938820 -0.213829 0.159 -0.026 -0.165
C -2.722928 0.577564 -3.105065 -0.344 0.081 -0.178
H -2.163637 0.210069 -3.975227 -0.031 0.122 0.170
H -2.774145 1.667733 -3.169102 0.107 -0.117 -0.015
H -3.734385 0.173352 -3.160205 0.136 0.065 -0.013
C 2.423119 -0.406051 3.483321 0.218 0.094 0.417
C 3.423119 1.736378 1.484031 0.061 0.468 0.150
H 2.051321 -1.347538 3.904957 0.012 0.327 -0.146
H 2.227070 0.409069 4.198738 -0.024 -0.249 -0.179
H 3.512333 -0.474422 3.365374 -0.209 0.013 0.044
H 3.494294 2.489407 0.696677 -0.004 -0.156 0.125
H 4.367377 1.181375 1.536016 -0.139 0.053 -0.021
H 3.284818 2.241819 2.447919 0.050 -0.063 -0.137
H -0.953630 -1.564728 2.082600 0.821 0.024 0.899
H 0.816089 1.848455 -1.312003 1.211 0.272 0.271
C 1.113078 -1.640843 -1.959394 1.310 1.912 -0.881
H 0.321974 -2.412801 -2.441447 0.575 1.478 0.893
H 1.944227 -2.245754 -1.594982 0.332 0.288 0.180
H 1.441507 -0.848368 -2.635164 0.406 0.381 0.268
O 0.360472 -2.737092 0.162753 -0.235 -1.727 0.723
H -0.027023 -3.166067 -0.738342 -0.182 -0.014 -0.388
H -0.231467 -2.971791 0.907344 0.455 -0.092 -0.661
N -0.732714 3.961594 3.922406 0.033 -0.254 0.100
N -1.019907 3.268011 2.761006 -1.718 -0.928 -0.683
N -2.253657 3.380318 2.187986 2.047 -0.771 0.052
C -2.183266 2.349162 1.318703 -0.165 0.669 0.547
N -1.054418 1.654170 1.385771 1.067 0.790 1.287
N -0.302090 2.243179 2.361907 -1.632 0.314 -1.093
H 0.269237 4.073888 4.011155 -0.085 0.201 -0.141
H -1.265045 4.823057 3.941146 0.209 -0.018 -0.200
H -2.989181 2.109908 0.632158 0.219 0.096 0.200

***

43
Properties=species:S:1:pos:R:3:forces:R:3 method="wB97M-V/def2-TZVPD" smiles="CCCCNOC(=O)OCCC.C[N+](=O)[O-].C[N+](=O)[O-]" energy_ha=-1085.531825 gap_ev=9.7841 max_force_ha_per_bohr=0.0327 lumo_ev=0.263
C 3.475608 -0.670636 -0.551847 -0.513 0.181 -0.113
C 2.344932 0.305703 -0.880260 0.110 0.251 0.084
C 2.819931 1.755766 -1.016061 -0.105 -0.334 -0.309
C 1.781791 2.694064 -1.653652 0.323 -0.214 -0.062
N 1.345505 3.764945 -0.759917 0.023 0.223 -0.160
O -0.065920 3.860436 -0.667056 -0.564 -0.533 0.614
C -0.706112 2.869181 0.022344 0.234 -0.622 0.149
O -0.201576 1.891075 0.553369 -0.379 1.515 -0.628
O -2.021913 3.147512 -0.008560 0.991 0.003 -0.254
C -2.866981 2.043651 0.337572 -0.347 -0.225 0.001
C -2.766020 0.864761 -0.628483 -0.408 -0.062 0.118
C -3.878032 0.819596 -1.684963 0.561 -0.140 -0.175
H 3.174697 -1.669970 -0.847886 0.099 -0.158 0.074
H 3.664029 -0.686555 0.518398 0.230 -0.005 0.060
H 4.381373 -0.403046 -1.090842 0.170 -0.005 0.000
H 1.577568 0.274620 -0.109697 -0.140 -0.147 -0.016
H 1.865020 0.016320 -1.815292 -0.015 -0.059 -0.112
H 3.125240 2.130625 -0.039741 0.093 0.110 0.125
H 3.712337 1.744996 -1.642385 0.119 0.118 0.023
H 0.922593 2.125491 -2.004653 -0.153 -0.065 0.127
H 2.223384 3.147552 -2.541581 -0.081 0.148 -0.032
H 1.722931 3.642930 0.167458 -0.256 -0.228 0.312
H -3.873541 2.452686 0.299434 0.006 0.166 0.017
H -2.690351 1.739878 1.367931 0.295 0.051 0.025
H -2.806968 -0.044461 -0.029639 0.046 -0.098 0.004
H -1.799569 0.856348 -1.124192 0.153 -0.034 0.089
H -4.800081 1.274596 -1.339440 -0.165 -0.002 0.061
H -4.069674 -0.214017 -1.962922 -0.157 -0.062 -0.012
H -3.555013 1.318196 -2.596957 -0.139 0.220 -0.022
C 0.867702 -5.105855 0.910777 0.031 -0.090 0.100
N 1.312056 -3.776789 0.415495 -0.436 -0.140 -0.274
O 2.192396 -3.212060 1.017788 0.399 0.227 0.431
O 0.747034 -3.340242 -0.562278 0.029 -0.040 -0.157
H 1.455815 -5.356730 1.784315 0.045 0.011 0.006
H -0.186530 -5.019991 1.152428 -0.080 0.012 -0.077
H 1.020031 -5.818199 0.106007 -0.064 0.009 -0.026
C -1.040833 -0.787176 2.562957 0.153 0.107 -0.150
N -1.728767 -2.061150 2.216156 0.016 0.289 0.088
O -1.620720 -2.475011 1.084742 0.103 -0.162 -0.333
O -2.371583 -2.594250 3.090979 -0.124 -0.169 0.304
H -0.508622 -0.423990 1.691406 -0.040 -0.013 -0.042
H -1.810112 -0.087542 2.873631 -0.007 -0.004 0.077
H -0.363054 -0.993257 3.385117 -0.054 -0.030 0.066